Entry 1:
Formula: C12H40O8
Source: the Open Molecules 2025 dataset
Level of theory: ωB97M-V/def2-TZVPD

The SMILES is CC(C)O.CC(C)O.CO.CO.CO.CO.CO.CO. As for the LUMO energy: 0.4 eV. The calculation puts the HOMO-LUMO gap at 10.20 eV.

```
! wB97M-V def2-TZVPD RIJCOSX def2/J DEFGRID3
* xyz 0 1
C 10.57 -13.94 4.83
C 10.64 -15.35 4.32
C 11.83 -15.58 3.53
O 10.83 -16.22 5.38
H 9.97 -13.32 4.15
H 11.56 -13.52 4.99
H 10.10 -13.88 5.81
H 9.67 -15.68 3.92
H 12.68 -15.00 3.89
H 11.63 -15.16 2.54
H 11.98 -16.66 3.43
H 10.76 -17.06 4.93
C 14.80 -17.48 7.28
C 14.77 -18.85 6.62
C 13.55 -19.06 5.58
O 15.93 -19.25 5.97
H 13.81 -17.19 7.64
H 15.13 -16.63 6.69
H 15.50 -17.60 8.11
H 14.65 -19.54 7.46
H 13.70 -19.68 4.70
H 13.26 -18.08 5.19
H 12.72 -19.49 6.12
H 16.05 -18.53 5.34
C 11.19 -17.46 8.69
O 11.55 -16.34 7.89
H 10.52 -18.12 8.14
H 12.05 -18.10 8.89
H 10.69 -17.24 9.63
H 11.46 -16.49 6.95
C 12.06 -12.76 8.50
O 13.07 -13.62 8.07
H 12.50 -11.76 8.48
H 11.16 -12.81 7.89
H 11.70 -13.06 9.48
H 13.02 -14.53 8.35
C 16.71 -22.51 6.05
O 15.43 -21.87 5.98
H 16.61 -23.60 6.16
H 17.15 -22.42 5.06
H 17.28 -22.07 6.87
H 15.70 -20.99 5.70
C 17.97 -19.34 8.80
O 16.80 -20.07 8.75
H 18.79 -19.86 9.30
H 18.29 -18.95 7.84
H 17.76 -18.52 9.48
H 16.79 -20.46 7.87
C 15.51 -16.45 3.78
O 16.59 -17.03 4.48
H 15.77 -16.40 2.73
H 14.72 -17.20 3.87
H 15.30 -15.52 4.31
H 17.40 -16.54 4.31
C 17.83 -15.77 7.62
O 18.49 -15.44 8.84
H 18.10 -16.79 7.36
H 16.74 -15.76 7.65
H 18.19 -15.02 6.91
H 18.11 -14.65 9.23
*
```

---

Entry 2:
Formula: C12H40O8
Source: the Open Molecules 2025 dataset
Level of theory: ωB97M-V/def2-TZVPD

The SMILES is CCO.CCO.CCO.CCO.CO.CO.CO.CO. As for the LUMO energy: 0.3 eV. The calculation puts the HOMO-LUMO gap at 9.94 eV.

```
! wB97M-V def2-TZVPD RIJCOSX def2/J DEFGRID3
* xyz 0 1
C 3.59 -3.32 0.58
C 3.88 -3.97 1.94
O 4.49 -3.04 2.82
H 3.37 -4.12 -0.13
H 4.49 -2.77 0.32
H 2.73 -2.67 0.64
H 4.53 -4.85 1.83
H 2.96 -4.37 2.39
H 3.81 -2.65 3.39
C 2.43 3.89 -2.30
C 2.45 4.06 -3.81
O 3.59 4.81 -4.19
H 2.54 4.82 -1.75
H 3.25 3.23 -2.01
H 1.53 3.42 -1.90
H 1.51 4.45 -4.23
H 2.60 3.08 -4.26
H 3.60 5.66 -3.74
C -3.64 -1.04 -2.29
C -4.88 -1.83 -2.70
O -4.43 -3.01 -3.35
H -3.93 -0.17 -1.68
H -3.07 -0.71 -3.15
H -3.06 -1.64 -1.58
H -5.46 -1.20 -3.39
H -5.47 -2.02 -1.80
H -5.18 -3.60 -3.46
C 0.20 -0.92 0.48
C 1.34 -0.43 -0.41
O 1.17 0.95 -0.76
H 0.29 -0.40 1.43
H 0.31 -2.00 0.57
H -0.77 -0.77 0.00
H 1.44 -1.02 -1.33
H 2.28 -0.54 0.14
H 0.23 1.12 -0.92
C -3.66 -1.66 2.18
O -4.61 -1.25 1.20
H -3.68 -0.93 3.00
H -3.94 -2.63 2.61
H -2.67 -1.78 1.76
H -5.49 -1.33 1.57
C -2.00 2.71 -1.79
O -1.61 1.59 -0.98
H -1.90 3.67 -1.28
H -1.51 2.69 -2.75
H -3.07 2.62 -1.99
H -2.27 1.53 -0.29
C 1.11 -1.79 4.35
O 2.42 -1.45 3.95
H 0.83 -1.27 5.27
H 0.34 -1.54 3.61
H 0.98 -2.87 4.48
H 2.57 -0.51 4.08
C 0.37 3.03 1.91
O 1.47 3.24 1.05
H 0.43 3.73 2.74
H -0.57 3.22 1.38
H 0.35 1.98 2.23
H 1.42 2.60 0.32
*
```

---

Entry 3:
Formula: C12H42ClN5O4
Source: the Open Molecules 2025 dataset
Level of theory: ωB97M-V/def2-TZVPD

As for the LUMO energy: -6.4 eV. The calculation puts the HOMO-LUMO gap at 5.35 eV.

```
! wB97M-V def2-TZVPD RIJCOSX def2/J DEFGRID3
* xyz 2 1
N 3.88 2.07 0.71
H 3.82 2.87 0.08
H 4.09 1.25 0.12
H 2.98 1.89 1.17
H 4.66 2.12 1.37
N 0.17 2.35 5.64
H 0.80 1.69 6.09
H 0.08 2.13 4.64
H 0.53 3.31 5.65
H -0.75 2.39 6.07
N 2.01 -1.52 1.68
H 1.44 -2.37 1.28
H 2.23 -1.74 2.65
H 1.42 -0.68 1.56
H 2.86 -1.38 1.15
Cl 0.29 1.80 1.86
O 0.48 0.81 0.80
O 1.44 1.71 2.79
O 0.23 3.12 1.35
O -0.92 1.48 2.57
C -1.43 4.41 -4.81
C -0.97 3.01 -4.38
N -1.83 2.45 -3.35
C -1.83 1.00 -3.37
C -0.48 0.32 -3.11
C -1.53 3.04 -2.05
C -2.35 2.42 -0.93
H -1.38 5.15 -4.01
H -2.44 4.36 -5.20
H -0.78 4.77 -5.61
H -1.01 2.38 -5.27
H 0.06 3.10 -4.02
H -2.55 0.60 -2.66
H -2.18 0.68 -4.35
H -0.10 0.50 -2.10
H -0.51 -0.74 -3.36
H 0.26 0.66 -3.85
H -1.83 4.09 -2.05
H -0.44 3.01 -1.86
H -1.92 1.47 -0.60
H -3.39 2.25 -1.21
H -2.30 3.09 -0.06
C 1.05 -5.25 2.23
C -0.19 -4.49 1.79
N 0.13 -3.34 0.91
C 0.53 -3.81 -0.44
C 1.00 -2.71 -1.37
C -1.09 -2.51 0.81
C -1.54 -1.86 2.12
H 0.85 -5.76 3.17
H 1.87 -4.54 2.40
H 1.41 -6.03 1.55
H -0.98 -5.13 1.39
H -0.60 -4.05 2.70
H -0.33 -4.33 -0.86
H 1.35 -4.53 -0.34
H 2.01 -2.35 -1.13
H 0.36 -1.84 -1.43
H 1.02 -3.11 -2.38
H -0.87 -1.66 0.16
H -1.90 -3.07 0.34
H -2.04 -2.55 2.79
H -0.68 -1.42 2.63
H -2.20 -1.01 1.94
*
```

---

Entry 4:
Formula: C12H42F6NO7P
Source: the Open Molecules 2025 dataset
Level of theory: ωB97M-V/def2-TZVPD

As for the LUMO energy (spin up / spin down): 2.8 / 2.6 eV. The calculation puts the HOMO-LUMO gap (spin up / spin down) at 3.89 / 10.20 eV.

```
! wB97M-V def2-TZVPD RIJCOSX def2/J DEFGRID3
* xyz -1 2
N -7.98 -21.71 -1.68
H -6.97 -21.79 -1.64
H -8.49 -22.58 -1.73
H -8.29 -21.02 -2.34
H -8.21 -21.32 -0.77
P -4.02 -20.86 1.09
F -4.64 -19.34 1.23
F -5.48 -21.47 0.68
F -3.58 -20.75 -0.49
F -3.32 -22.29 0.95
F -2.65 -20.23 1.52
F -4.47 -20.91 2.63
C -4.87 -17.73 -3.11
C -6.16 -18.00 -2.35
C -7.42 -17.78 -3.25
O -6.24 -19.31 -1.69
H -4.89 -16.70 -3.47
H -4.94 -18.30 -4.04
H -3.94 -17.96 -2.59
H -6.36 -17.24 -1.60
H -8.30 -17.85 -2.61
H -7.62 -18.49 -4.05
H -7.38 -16.88 -3.87
H -5.76 -19.21 -0.86
C -2.17 -21.28 -3.82
C -1.79 -22.58 -3.07
C -0.49 -22.37 -2.28
O -2.81 -22.86 -2.13
H -2.14 -20.47 -3.10
H -3.18 -21.35 -4.20
H -1.42 -20.95 -4.54
H -1.70 -23.47 -3.70
H -0.72 -21.69 -1.47
H 0.27 -21.83 -2.84
H -0.12 -23.30 -1.84
H -3.01 -22.02 -1.69
C -6.14 -22.75 4.88
C -5.48 -21.56 5.56
C -5.45 -21.63 7.15
O -4.13 -21.45 5.18
H -5.72 -23.72 5.14
H -6.15 -22.46 3.82
H -7.18 -22.86 5.21
H -5.95 -20.61 5.32
H -6.47 -21.71 7.52
H -5.15 -20.65 7.54
H -4.89 -22.50 7.49
H -4.21 -21.25 4.25
C -0.38 -24.33 2.26
C -1.01 -24.83 3.55
C -2.45 -24.31 3.55
O -0.92 -26.21 3.67
H -0.79 -24.76 1.34
H 0.67 -24.57 2.41
H -0.36 -23.26 2.07
H -0.53 -24.36 4.41
H -2.71 -24.34 4.61
H -3.12 -24.94 2.96
H -2.53 -23.30 3.16
H -1.65 -26.62 3.21
O -2.01 -17.76 -0.32
H -2.24 -18.34 -1.04
H -2.41 -18.16 0.45
O -4.68 -24.30 0.64
H -4.99 -23.46 0.98
H -4.03 -24.07 -0.02
O -7.81 -18.53 1.99
H -7.01 -19.04 1.99
H -8.08 -18.48 2.91
*
```

---

Entry 5:
Formula: C12H42IN6NbO3P3
Source: the Open Molecules 2025 dataset
Level of theory: ωB97M-V/def2-TZVPD

As for the LUMO energy: -0.4 eV. The calculation puts the HOMO-LUMO gap at 3.65 eV.

```
! wB97M-V def2-TZVPD RIJCOSX def2/J DEFGRID3
* xyz -1 1
O 1.41 -1.50 -5.86
P 0.65 -2.79 -6.82
Nb -1.87 -2.46 -6.29
I 1.28 -5.02 -5.98
H 1.15 -0.65 -6.37
H -1.86 -0.91 -7.29
H -2.21 -3.49 -7.75
H -1.71 -3.94 -5.22
H -1.49 -1.41 -4.84
H -3.66 -2.34 -6.04
O -4.48 -0.17 -2.55
P -3.67 -0.02 -1.24
N -3.87 -1.66 -0.91
C -4.47 -2.39 0.18
C -3.09 -2.57 -1.75
N -4.81 1.06 -0.57
C -5.87 0.75 0.36
C -5.32 2.08 -1.51
N -2.74 0.14 0.27
C -1.30 0.05 0.02
C -3.01 -0.24 1.63
H -3.70 -2.83 0.83
H -5.09 -3.21 -0.19
H -5.13 -1.80 0.81
H -2.08 -2.68 -1.35
H -3.01 -2.21 -2.78
H -3.54 -3.57 -1.81
H -6.26 -0.27 0.24
H -6.75 1.40 0.25
H -5.55 0.92 1.39
H -6.15 1.68 -2.11
H -4.53 2.42 -2.19
H -5.67 2.96 -0.97
H -0.96 -0.99 0.01
H -0.73 0.60 0.78
H -1.04 0.50 -0.95
H -2.55 -1.19 1.90
H -4.07 -0.31 1.89
H -2.60 0.52 2.31
O 1.86 0.95 2.98
P 3.14 1.49 2.30
N 3.70 -0.08 2.07
C 4.89 -0.79 2.50
C 3.02 -0.86 1.03
N 3.65 2.30 3.71
C 4.61 1.84 4.69
C 2.57 3.00 4.43
N 4.62 2.10 1.51
C 4.39 2.38 0.09
C 6.02 1.86 1.74
H 5.60 -0.91 1.67
H 4.64 -1.79 2.85
H 5.43 -0.32 3.31
H 3.43 -0.63 0.05
H 1.94 -0.63 1.01
H 3.09 -1.94 1.20
H 4.63 0.75 4.79
H 4.40 2.20 5.71
H 5.61 2.23 4.47
H 2.03 2.32 5.10
H 1.85 3.44 3.74
H 2.97 3.82 5.04
H 4.54 1.48 -0.51
H 5.07 3.16 -0.28
H 3.37 2.74 -0.08
H 6.43 1.11 1.05
H 6.28 1.54 2.74
H 6.59 2.78 1.57
*
```

---

Entry 6:
Formula: C12H42N6O9
Source: the Open Molecules 2025 dataset
Level of theory: ωB97M-V/def2-TZVPD

The SMILES is NC(N)=O.NC(N)=O.NC(N)=O.CCO.CCO.CCO.CO.CO.CO. As for the LUMO energy: 0.1 eV. The calculation puts the HOMO-LUMO gap at 9.48 eV.

```
! wB97M-V def2-TZVPD RIJCOSX def2/J DEFGRID3
* xyz 0 1
N -5.33 -5.05 24.18
C -5.93 -3.91 24.43
N -5.43 -3.24 25.44
O -7.02 -3.39 23.72
H -5.59 -5.45 23.25
H -4.50 -5.39 24.65
H -5.86 -2.31 25.53
H -4.77 -3.53 26.13
N -5.42 1.02 23.65
C -6.01 -0.11 23.97
N -6.39 -0.62 22.88
O -6.05 -0.64 25.22
H -4.77 1.40 24.34
H -5.44 1.48 22.75
H -6.74 -1.63 22.98
H -6.56 -0.01 22.01
N -4.35 -7.36 21.29
C -4.33 -6.11 21.25
N -5.47 -5.54 21.36
O -3.08 -5.48 21.31
H -3.43 -7.77 21.59
H -4.98 -7.77 20.59
H -5.37 -4.50 21.41
H -6.43 -5.97 21.31
C -9.78 -1.72 23.66
C -10.64 -2.57 22.70
O -10.95 -1.90 21.49
H -9.64 -2.23 24.56
H -10.27 -0.80 23.97
H -8.79 -1.51 23.24
H -11.65 -2.68 23.23
H -10.13 -3.53 22.61
H -10.25 -2.03 20.82
C -8.80 -5.97 22.41
C -8.59 -7.40 21.87
O -7.67 -7.37 20.81
H -8.88 -5.21 21.66
H -7.92 -5.75 23.01
H -9.70 -5.83 23.09
H -9.54 -7.69 21.49
H -8.29 -8.16 22.58
H -7.35 -8.24 20.61
C -0.89 -4.31 23.42
C -2.19 -4.25 24.22
O -2.51 -5.63 24.43
H -0.83 -5.15 22.76
H -0.04 -4.40 24.21
H -0.78 -3.35 22.90
H -2.99 -3.80 23.61
H -2.32 -3.74 25.19
H -2.41 -6.10 23.60
C -5.71 -8.46 24.24
O -5.61 -8.99 22.94
H -6.20 -9.21 24.88
H -6.38 -7.66 24.28
H -4.81 -8.06 24.66
H -5.26 -8.29 22.37
C -2.85 -0.66 25.20
O -2.08 -0.41 24.06
H -3.50 0.21 25.48
H -2.30 -0.86 26.07
H -3.48 -1.53 24.94
H -1.18 -0.04 24.28
C -7.80 -2.96 20.19
O -8.97 -3.01 19.40
H -8.08 -2.84 21.22
H -7.27 -2.05 19.91
H -7.14 -3.80 20.11
H -9.19 -3.91 19.30
*
```

---

Entry 7:
Formula: C12H42NO16P6S
Source: the Open Molecules 2025 dataset
Level of theory: ωB97M-V/def2-TZVPD

As for the LUMO energy: -3.9 eV. The calculation puts the HOMO-LUMO gap at 7.95 eV.

```
! wB97M-V def2-TZVPD RIJCOSX def2/J DEFGRID3
* xyz 1 1
N -2.08 -3.37 4.07
P -1.00 -4.23 4.96
P 0.56 -4.97 3.58
S -0.43 -6.09 2.37
H -2.73 -3.98 3.58
H -1.64 -2.76 3.38
H -0.54 -3.42 6.01
H -1.66 -5.37 5.42
H 1.58 -5.63 4.28
H 1.11 -3.80 3.00
C 3.25 0.94 4.00
O 3.06 -0.09 3.00
P 1.63 -0.25 2.19
O 1.76 -1.72 1.91
O 2.17 0.73 1.01
C 3.43 0.46 0.38
O 0.10 -0.01 1.74
C -0.23 -0.12 0.34
H 4.26 0.83 4.39
H 3.14 1.93 3.56
H 2.55 0.82 4.82
H 3.68 -0.60 0.44
H 4.22 1.05 0.84
H 3.33 0.75 -0.66
H 0.26 -0.98 -0.10
H 0.05 0.79 -0.18
H -1.31 -0.24 0.29
C 1.11 7.74 0.21
O 1.56 6.88 1.28
P 0.51 6.02 2.11
O 1.04 5.77 3.45
O 0.54 4.69 1.18
C 1.75 3.92 1.18
O -1.06 6.20 2.10
C -1.86 5.05 2.41
H 1.99 8.23 -0.20
H 0.63 7.15 -0.57
H 0.42 8.50 0.58
H 2.32 4.06 2.10
H 2.36 4.21 0.32
H 1.48 2.87 1.08
H -1.45 4.51 3.26
H -1.93 4.39 1.55
H -2.85 5.43 2.66
C -4.82 -0.08 -4.70
O -5.18 -0.61 -3.40
P -4.68 0.12 -2.08
O -4.60 -0.87 -1.00
O -5.93 1.13 -1.90
C -7.21 0.58 -1.57
O -3.55 1.22 -1.97
C -3.63 2.13 -0.86
H -5.26 -0.74 -5.44
H -5.22 0.92 -4.83
H -3.74 -0.07 -4.83
H -7.11 -0.37 -1.05
H -7.80 0.45 -2.48
H -7.71 1.30 -0.93
H -3.89 1.59 0.06
H -4.35 2.91 -1.05
H -2.64 2.56 -0.75
C 1.97 -5.85 -4.65
O 2.35 -4.46 -4.73
P 2.47 -3.58 -3.40
O 2.23 -2.18 -3.74
O 4.03 -3.88 -3.08
C 5.01 -3.36 -3.97
O 1.92 -3.95 -1.96
C 2.59 -3.35 -0.85
H 1.95 -6.23 -5.66
H 2.70 -6.41 -4.07
H 0.98 -5.96 -4.21
H 4.65 -2.47 -4.48
H 5.30 -4.12 -4.70
H 5.89 -3.10 -3.37
H 2.79 -2.29 -1.04
H 3.51 -3.87 -0.62
H 1.92 -3.44 0.00
*
```

---

| no. | maximum force (eV/A) |
| --- | --- |
| 1 | 3.163 |
| 2 | 1.326 |
| 3 | 1.238 |
| 4 | 2.934 |
| 5 | 8.784 |
| 6 | 10.453 |
| 7 | 7.455 |